(1)
2 unconnected molecules or ions with the total composition C18H37F6O2PS in a non-equilibrium geometry. Source: the Open Molecules 2025 dataset; level of theory: the ωB97M-V functional and the def2-TZVPD basis.

Geometry as ORCA input:
```
! RIJCOSX wB97M-V def2-TZVPD def2/J DEFGRID3
* xyz 0 1
S -1.722 -0.354 2.289
P -1.965 -5.713 -2.502
F -1.646 -6.885 -1.525
F -0.431 -5.477 -2.629
F -3.053 -4.634 -2.786
F -1.952 -4.760 -1.269
F -1.659 -5.727 -4.029
F -3.053 -6.797 -2.768
O -2.603 0.349 -2.656
O -0.988 -0.641 -1.008
C -0.439 1.669 -2.218
C 3.161 0.668 1.779
C 2.441 0.619 3.252
C -4.619 2.772 -0.310
C -5.092 1.241 0.099
C 4.732 -0.132 -1.703
C 4.978 1.222 -0.808
C 1.074 -0.339 3.275
C 4.693 -1.531 -0.845
C -1.466 0.376 -1.956
C -4.377 0.684 1.465
C 3.576 2.075 -0.510
C -1.799 -1.858 1.152
C -2.082 -1.446 -0.444
C -2.776 1.070 1.604
C 3.319 2.172 1.140
C -0.367 2.709 -0.951
C 0.061 0.270 2.133
H 0.037 1.438 2.230
H -3.133 -0.934 -0.448
H -4.703 0.545 -0.790
H 2.651 -0.003 0.960
H -0.732 2.293 -3.174
H 5.651 -0.218 -2.458
H 2.039 1.721 3.467
H 3.779 0.026 -2.396
H 5.467 1.044 0.240
H -4.441 -0.504 1.548
H 2.415 2.890 1.345
H 4.286 2.712 1.569
H -5.410 3.334 -0.965
H 3.720 3.155 -0.994
H 1.318 -1.472 3.020
H -0.771 -2.424 1.286
H 0.673 1.285 -2.422
H 3.234 0.280 4.075
H 0.607 3.377 -1.073
H 3.911 -1.554 0.029
H -6.266 1.147 0.084
H -0.211 2.083 0.028
H 0.475 -0.066 1.087
H -2.085 -2.488 -1.022
H 4.450 -2.428 -1.586
H 2.637 1.607 -1.066
H -2.578 2.017 2.289
H -2.319 1.358 0.542
H -4.306 3.429 0.633
H -1.315 3.402 -0.835
H 5.744 -1.794 -0.345
H 5.705 1.962 -1.390
H -2.633 -2.581 1.568
H -3.608 2.634 -0.927
H 4.261 0.246 1.925
H -5.000 1.133 2.379
H 0.503 -0.251 4.315
*
```

Summary:
HOMO energy in eV: -8.85
LUMO level in eV: -0.69
HOMO-LUMO gap in eV: 8.16

(2)
A molecular structure, C32H38AuN6OSe in a non-equilibrium geometry. Source: the Open Molecules 2025 dataset; level of theory: the ωB97M-V functional and the def2-TZVPD basis.

Geometry as ORCA input:
```
! RIJCOSX wB97M-V def2-TZVPD def2/J DEFGRID3
* xyz 3 1
Au 0.157 -0.131 -0.161
Se -1.724 1.229 0.745
O 0.623 1.115 -1.971
N -1.931 3.501 -0.956
N -2.721 1.695 -1.928
N -1.080 -2.193 -0.295
N 0.088 -1.046 1.827
N 1.992 -0.955 -0.982
N -0.586 -2.051 1.999
C 0.894 -0.522 2.867
C -2.834 2.725 -2.842
C -2.343 3.876 -2.221
C -3.798 5.212 0.735
C -1.681 -2.800 -1.315
C -5.386 0.513 -0.784
C 2.248 -0.698 -2.270
C -2.302 5.105 -2.886
C 2.732 -1.863 -0.318
C -5.061 -0.610 0.201
C -2.767 5.117 -4.178
C 1.577 0.673 2.644
C -2.777 -4.329 0.164
C -2.138 -3.703 1.227
C -2.472 4.614 1.202
C 3.249 -1.364 -2.952
C 1.389 0.348 -2.937
C -3.305 2.741 -4.158
C 2.482 0.530 4.856
C 1.005 -1.203 4.085
C 2.372 1.199 3.642
C -3.238 0.340 -2.165
C -1.438 4.408 0.096
C -2.536 -3.881 -1.125
C -1.300 -2.646 0.930
C 3.753 -2.553 -0.933
C -2.161 2.184 -0.807
C -3.680 6.658 0.260
C 1.800 -0.665 5.074
C -3.264 3.952 -4.806
C -4.764 0.305 -2.162
C 4.006 -2.309 -2.278
H -5.730 -0.577 1.060
H -5.069 -0.669 -2.552
H 1.997 1.033 -3.527
H -1.191 5.349 -0.389
H -4.662 7.075 0.048
H -2.835 -0.312 -1.390
H 3.440 -1.139 -3.994
H -4.041 -0.546 0.587
H -3.688 1.856 -4.645
H 0.467 -2.128 4.234
H 4.792 -2.845 -2.792
H -4.242 4.589 -0.050
H -2.274 -4.017 2.252
H -0.520 3.984 0.504
H -1.920 6.003 -2.423
H -2.990 -4.366 -1.978
H 1.204 1.792 -1.591
H -1.465 -2.423 -2.307
H -3.090 6.752 -0.654
H -5.184 -1.587 -0.274
H 4.336 -3.267 -0.369
H 2.496 -2.014 0.727
H -3.441 -5.164 0.343
H 2.905 2.126 3.484
H -6.467 0.567 -0.914
H -2.751 6.044 -4.735
H -5.138 1.055 -2.862
H 0.661 -0.113 -3.605
H -2.014 5.272 1.944
H -2.844 0.022 -3.133
H -5.088 1.485 -0.376
H 1.890 -1.176 6.023
H 3.108 0.940 5.638
H -3.623 4.019 -5.823
H -4.492 5.172 1.575
H 1.475 1.180 1.689
H -2.650 3.656 1.704
H -3.208 7.280 1.022
*
```

Summary:
HOMO energy in eV: -16.69
Relative energy (zero: lowest compared OMol25 entry of this formula, charge and spin) in kJ/mol: 9.96
LUMO level in eV: -11.35
HOMO-LUMO gap in eV: 5.34

(3)
A gas-phase ion, C6H14NO (charge -2) in a non-equilibrium geometry. Source: the Open Molecules 2025 dataset; level of theory: the ωB97M-V functional and the def2-TZVPD basis.

Geometry as ORCA input:
```
! RIJCOSX wB97M-V def2-TZVPD def2/J DEFGRID3
* xyz -2 2
O -1.851 -2.585 0.423
N -1.650 -0.400 -1.114
C 1.485 0.842 -0.447
C -0.597 2.138 0.138
C 2.127 -0.539 -0.282
C -0.756 -1.864 0.738
C 0.101 0.754 0.383
C -0.934 -0.339 0.150
H 1.419 -1.337 -0.532
H 0.377 0.722 1.446
H -2.279 -1.189 -0.928
H -1.470 1.908 -0.510
H 0.220 -2.316 0.610
H -1.212 2.407 0.997
H 2.141 1.576 0.071
H 0.063 2.813 -0.396
H 2.265 -0.692 0.793
H 1.246 1.038 -1.490
H -0.856 -1.739 1.908
H 3.031 -0.656 -0.872
H -1.755 -0.174 0.880
H -1.117 -0.369 -1.968
*
```

Summary:
HOMO energy (spin up / spin down) in eV: 4.08 / 0.14
Expectation value of S²: 0.75
Relative energy (zero: lowest compared OMol25 entry of this formula, charge and spin) in kJ/mol: 140.85
LUMO level (spin up / spin down) in eV: 6.66 / 6.93
HOMO-LUMO gap (spin up / spin down) in eV: 2.58 / 6.79

no.,E (Ha)
1,-2196.92723
2,-4182.13328
3,-366.79208